Record 1
83
Properties=species:S:1:pos:R:3:lowdin_spin:R:1 method="wB97M-V/def2-TZVPD" spin_multiplicity=2 e_above_lowest_kj_mol=78.19 e_homo_ha="-0.399 / -0.399" molar_mass_g_mol=480.52 largest_force_ev_per_a=5.8 energy_ha=-1859.47106 orbital_gap_ha="0.38402 / 0.29285"
C 1.1427 -0.3529 2.8166 0.002
C 1.1581 -0.5367 1.2473 0.028
C 0.3870 -1.8938 1.0048 0.005
C 0.0644 -2.2316 -0.5077 0.000
C -0.6321 -1.0439 -1.1019 0.001
C 0.0535 0.3715 -0.9078 0.022
N 0.4319 0.5235 0.5372 0.377
O 0.6881 1.9214 0.9472 0.484
C -1.1352 1.3258 -1.3376 0.004
C 1.1294 0.6607 -2.0171 0.020
C 2.6021 -0.8016 0.7469 0.024
H 0.1049 -0.2438 3.1315 0.000
H 1.6379 0.5456 3.1846 -0.001
H 1.6701 -1.1874 3.2787 0.000
H -0.4998 -1.8752 1.6383 0.000
H 1.0532 -2.7207 1.2507 0.000
H -0.4381 -3.1912 -0.6285 0.000
H 1.0160 -2.2219 -1.0392 0.000
H -1.6166 -1.0855 -0.6360 0.000
H -0.8779 -1.2249 -2.1483 0.000
H -1.9007 1.4066 -0.5659 0.000
H -1.6566 0.9293 -2.2088 0.000
H -0.8844 2.3809 -1.4470 0.000
H 0.5983 0.6927 -2.9685 0.001
H 2.0527 0.0879 -1.9307 0.000
H 1.4704 1.6851 -1.8676 0.001
H 3.3150 -1.3450 1.3670 0.003
H 3.0167 0.2012 0.8500 0.000
H 2.7571 -1.1133 -0.2860 0.000
O -2.9292 -1.5394 3.3177 0.000
H -3.3633 -1.1024 4.0503 0.000
H -2.7321 -0.8348 2.7005 0.000
O -0.1423 3.4830 3.4587 0.001
H 0.2521 3.1125 2.6692 0.000
H 0.6029 3.7208 4.0103 0.000
O 2.0986 -5.4001 3.1481 0.000
H 1.8319 -6.0031 2.4543 0.000
H 1.3356 -4.8385 3.2844 0.000
O 3.5690 2.7397 0.4147 0.007
H 4.1428 2.1580 0.9131 0.000
H 2.6849 2.5019 0.6940 0.003
O 0.2816 4.4106 -0.6002 0.000
H 0.6934 3.5472 -0.5683 0.000
H -0.5359 4.3047 -0.1137 0.000
O -2.7555 -2.9503 -2.8113 0.000
H -2.8325 -2.8537 -1.8621 0.000
H -3.4182 -2.3584 -3.1673 0.000
O -2.2335 3.5353 0.9447 0.001
H -2.6804 4.0598 1.6091 0.000
H -1.4810 3.1597 1.4018 0.001
O -1.6503 3.7603 -3.8050 0.000
H -1.2648 3.8196 -2.9309 0.000
H -2.4445 3.2404 -3.6823 0.000
O -2.1750 0.2814 1.7580 0.011
H -2.4963 1.1822 1.7168 0.000
H -1.3291 0.3077 1.3109 0.006
O 2.5080 1.9056 -4.6652 0.001
H 2.4681 2.2451 -3.7711 0.000
H 3.4138 1.6147 -4.7712 0.000
O -0.0175 -3.0880 -3.8345 0.000
H -0.2742 -2.2595 -4.2394 0.000
H -0.6147 -3.1879 -3.0931 0.000
O -3.6004 -2.2035 0.0169 0.000
H -2.8670 -1.8855 0.5434 0.000
H -3.8458 -3.0342 0.4242 0.000
O -1.1899 0.9329 5.1364 0.000
H -1.4408 1.7556 5.5564 0.000
H -1.9889 0.6303 4.7048 0.000
O 0.9054 -6.0660 0.7446 0.000
H 0.5919 -5.7935 -0.1178 0.000
H 0.1805 -5.8673 1.3373 0.000
O -3.7935 2.4226 -2.1421 0.000
H -4.4751 2.2675 -1.4882 0.000
H -3.0716 1.8531 -1.8759 0.000
O 5.1964 -0.6145 -3.3732 0.000
H 5.5341 0.1839 -3.7790 0.000
H 4.2616 -0.4465 -3.2545 0.000
O -0.5016 -0.5329 -5.2066 0.000
H 0.0519 0.1664 -5.5541 0.000
H -0.9606 -0.1315 -4.4688 0.000
O 2.1015 1.2043 5.8074 0.000
H 2.2671 2.0382 5.3675 0.000
H 1.4236 0.7842 5.2781 0.000

Record 2
20
Properties=species:S:1:pos:R:3:lowdin_spin:R:1 method="wB97M-V/def2-TZVPD" spin_multiplicity=3 charge=+2 e_homo_ha="-0.613 / -0.649" molar_mass_g_mol=386.22 largest_force_ev_per_a=6.1 energy_ha=-820.23818 orbital_gap_ha="0.29434 / 0.18582"
O 0.1961 0.0281 -3.4638 0.038
C 0.8758 -0.3522 -2.6255 0.112
Pt 1.4966 -1.2234 -0.9903 0.788
O 4.3923 -1.4060 -2.1930 0.042
C 3.3577 -1.3016 -1.7358 0.139
C 0.0239 -2.6599 -0.9689 0.119
O -0.9126 -3.3398 -0.8556 0.027
C 2.1743 -1.5715 0.8069 0.111
O 2.2349 -1.8618 1.9160 0.036
C -2.0693 2.0058 1.4804 -0.009
C -1.9705 0.6613 1.8046 0.025
C -1.0453 -0.1749 1.1641 0.032
N -0.2305 0.2753 0.1968 0.437
C -0.2957 1.5752 -0.1261 0.047
C -1.2022 2.4489 0.4936 0.028
H -2.7720 2.6565 1.9692 0.002
H -2.5756 0.1696 2.5383 0.004
H -0.9192 -1.2538 1.3712 0.005
H 0.4098 1.8653 -0.9257 0.013
H -1.1685 3.4591 0.1434 0.004